Entry 1:
The following is a DFT calculation (ωB97M-V/def2-TZVPD) of an isolated ion of composition C2HO2S2 and charge -1 in a non-equilibrium geometry.

The geometry in XYZ format:
```
7
C2HO2S2 | the Open Molecules 2025 dataset | ωB97M-V/def2-TZVPD
S 0.426 2.207 0.906
S 1.915 -0.502 -0.095
O -1.148 -0.673 0.982
O -1.393 -0.417 -1.269
C -0.964 -0.184 -0.175
C 0.150 0.828 0.092
H 1.014 -1.258 -0.440
```

Values from the calculation:
SMILES   O=C([O-])C(=S)S
Energy relative to the best compared isomer or geometry (same formula, charge and spin)   30.5 kcal per mole
E_tot   -1023.67666 Ha
LUMO energy   3.36 eV
Charge   -1



Entry 2:
The following is a DFT calculation (ωB97M-V/def2-TZVPD) of an isolated ion of composition C2HO3S and charge -1 in a non-equilibrium geometry.

The geometry in XYZ format:
```
7
C2HO3S | the Open Molecules 2025 dataset | ωB97M-V/def2-TZVPD
S -2.134 1.100 0.310
O -1.413 -1.266 -0.705
O 0.176 0.455 -0.463
O 1.297 -0.960 0.903
C 1.235 0.028 0.202
C -1.227 -0.171 -0.238
H 2.066 0.815 -0.010
```

Values from the calculation:
SMILES   O=COC([O-])=S
Energy relative to the best compared isomer or geometry (same formula, charge and spin)   2.7 kcal per mole
E_tot   -700.79582 Ha
LUMO energy   3.81 eV
Charge   -1